Computed, not measured: a cluster of 10 separate species, C33H55N10O9 in total in a non-equilibrium geometry, with ωB97M-V/def2-TZVPD.

Values from the calculation:
gap between HOMO and LUMO	4.346	eV
charge	+1
HOMO level	-9.47	eV
LUMO	-5.12	eV
energy above the lowest of the compared OMol25 structures with the same formula, charge and spin	80.7	kcal per mole

Positions of all 107 atoms, in Å:
C  -0.28  1.09  -1.97
C  -0.59  -0.34  -1.25
C  0.80  -0.87  -0.66
C  0.69  -1.76  0.51
C  -0.13  -1.05  1.61
C  -1.54  -0.75  1.12
N  -1.67  -0.08  -0.23
O  -2.76  0.27  -0.63
C  -2.21  0.15  2.16
C  -2.26  -2.11  1.06
C  -1.07  -1.20  -2.40
H  -1.11  1.62  -2.69
H  0.49  0.99  -2.56
H  0.24  1.73  -1.16
H  1.59  -0.22  -0.50
H  1.14  -1.51  -1.50
H  1.82  -1.92  0.82
H  0.38  -2.65  0.34
H  0.42  -0.12  1.93
H  0.04  -1.68  2.55
H  -3.27  0.27  2.01
H  -1.62  1.17  2.19
H  -2.23  -0.15  3.13
H  -3.32  -2.03  0.77
H  -2.09  -2.76  2.01
H  -1.78  -2.74  0.31
H  -2.21  -1.14  -2.62
H  -1.07  -2.23  -2.24
H  -0.54  -0.94  -3.26
N  3.36  -2.42  -3.17
C  3.97  -2.40  -1.86
C  4.38  -0.94  -1.68
C  3.94  -0.05  -2.84
C  3.25  -1.24  -3.76
H  2.87  -3.30  -3.54
H  3.97  -3.49  -1.47
H  4.92  -0.63  -0.79
H  4.04  1.23  -2.99
H  2.91  -1.05  -4.94
N  0.59  0.88  6.39
C  0.40  1.28  4.97
C  1.54  2.24  4.71
C  2.38  2.27  5.91
C  1.64  1.55  6.96
H  -0.12  0.26  6.66
H  -0.45  0.97  4.18
H  1.67  2.95  4.13
H  3.27  2.96  6.31
H  1.94  1.41  7.99
N  -3.35  6.22  0.92
C  -3.85  6.06  -0.31
C  -3.44  4.69  -0.81
C  -2.66  4.06  0.32
C  -2.63  5.11  1.49
H  -3.51  7.20  1.40
H  -4.64  6.76  -0.75
H  -3.66  4.35  -1.64
H  -2.25  3.17  0.41
H  -2.00  5.00  2.32
N  2.36  -4.36  1.97
C  1.12  -4.79  2.65
C  0.21  -5.55  1.70
C  1.06  -5.59  0.45
C  2.32  -4.86  0.70
H  3.10  -3.92  2.44
H  0.97  -4.54  3.61
H  -0.76  -6.11  2.07
H  0.70  -6.13  -0.44
H  3.10  -4.88  0.04
N  0.63  -0.05  -7.17
C  0.02  0.79  -6.21
C  1.12  1.54  -5.57
C  2.40  1.14  -6.30
C  2.00  0.02  -7.27
H  0.14  -0.64  -7.75
H  -1.00  0.70  -5.99
H  0.98  2.34  -4.53
H  3.38  1.48  -6.13
H  2.39  -0.56  -8.16
C  -1.98  -3.56  5.89
N  -0.80  -2.61  5.84
O  0.24  -3.12  5.94
O  -1.03  -1.63  5.26
H  -2.28  -3.89  4.92
H  -2.83  -3.20  6.33
H  -1.87  -4.47  6.33
C  0.12  5.96  -1.74
N  0.41  4.64  -2.35
O  1.56  4.14  -2.08
O  -0.18  4.17  -3.33
H  -0.39  6.67  -2.29
H  1.02  6.53  -1.40
H  -0.57  6.05  -0.96
C  -5.02  -4.68  -2.08
N  -3.89  -3.77  -1.93
O  -3.95  -2.65  -2.17
O  -2.87  -4.24  -1.35
H  -4.63  -5.49  -2.63
H  -5.56  -4.11  -2.60
H  -5.28  -4.98  -0.94
C  3.30  3.47  0.36
N  1.93  3.44  0.83
O  1.60  4.45  1.39
O  1.15  2.47  0.63
H  3.98  3.94  1.14
H  3.46  3.90  -0.56
H  3.76  2.38  0.04

---

Computed, not measured: a structure of composition C33H55N12O2S2Sr in a non-equilibrium geometry, with ωB97M-V/def2-TZVPD.

Values from the calculation:
gap between HOMO and LUMO	8.500	eV
charge	+1
HOMO level	-10.07	eV
LUMO	-1.57	eV
energy above the lowest of the compared OMol25 structures with the same formula, charge and spin	34.5	kcal per mole

Positions of all 105 atoms, in Å:
Sr  -1.00  -0.67  -0.23
C  -4.11  -3.44  -0.31
C  -3.86  -3.09  1.17
N  -2.77  -2.19  1.48
C  -2.04  -2.66  2.64
C  -0.93  -3.52  2.13
N  0.05  -2.69  1.52
C  1.24  -3.47  1.06
C  1.03  -4.23  -0.29
C  0.92  -3.32  -1.48
N  -0.48  -2.91  -1.55
C  -0.99  -2.60  -2.89
C  -2.52  -2.66  -2.81
N  -3.07  -1.70  -1.80
C  -4.31  -2.21  -1.17
H  -5.06  -4.03  -0.44
H  -3.44  -4.26  -0.73
H  -3.55  -4.06  1.67
H  -4.75  -2.66  1.66
H  -3.14  -1.28  1.82
H  -2.78  -3.20  3.27
H  -1.52  -1.97  3.30
H  -1.41  -4.22  1.36
H  -0.58  -4.20  2.86
H  0.30  -2.15  2.37
H  1.51  -4.20  1.83
H  2.03  -2.69  0.97
H  0.21  -4.88  -0.21
H  1.98  -4.84  -0.39
H  1.13  -3.90  -2.36
H  1.60  -2.47  -1.47
H  -1.09  -3.55  -1.13
H  -0.51  -3.24  -3.66
H  -0.74  -1.57  -3.16
H  -2.85  -3.67  -2.65
H  -2.98  -2.32  -3.71
H  -3.21  -0.77  -2.26
H  -4.91  -2.53  -1.99
H  -4.78  -1.40  -0.54
C  2.22  6.65  0.69
C  1.50  5.42  1.15
C  1.94  4.18  0.75
C  1.22  3.03  1.10
C  0.11  3.15  1.88
C  -0.34  4.44  2.37
C  0.40  5.53  2.03
S  -0.87  1.74  2.27
O  -1.61  2.14  3.46
O  -1.70  1.55  1.07
N  0.02  0.41  2.39
C  0.78  0.36  3.57
C  0.77  1.19  4.72
C  1.60  0.84  5.75
C  2.35  -0.35  5.74
C  2.46  -0.98  4.51
N  1.65  -0.69  3.45
H  2.86  7.05  1.47
H  1.52  7.45  0.59
H  2.79  6.44  -0.20
H  2.72  4.02  0.02
H  1.48  2.08  0.64
H  -1.18  4.41  3.00
H  0.04  6.43  2.46
H  -0.02  2.00  4.92
H  1.64  1.45  6.65
H  2.98  -0.62  6.59
H  3.23  -1.72  4.35
C  -3.90  -0.21  -4.99
C  -4.08  1.25  -4.76
C  -3.17  1.87  -3.67
N  -2.43  1.09  -2.96
N  -1.80  1.77  -1.86
C  -2.15  3.01  -1.78
N  -1.73  3.90  -0.84
S  -3.22  3.53  -3.13
H  -4.70  -0.71  -5.58
H  -3.86  -0.82  -4.13
H  -3.00  -0.40  -5.61
H  -5.07  1.52  -4.38
H  -4.02  1.80  -5.75
H  -1.37  3.46  0.03
H  -2.45  4.63  -0.57
C  4.96  0.83  0.77
C  4.13  -0.17  1.49
N  2.86  -0.24  0.79
C  2.65  0.12  -0.51
N  1.40  0.09  -1.01
C  1.23  0.37  -2.38
C  2.23  1.38  -2.98
C  3.57  0.82  -2.67
N  3.70  0.47  -1.29
C  5.01  0.52  -0.72
H  6.04  0.89  1.20
H  4.55  1.77  1.07
H  3.94  0.25  2.49
H  4.62  -1.09  1.62
H  2.00  -0.33  1.30
H  0.19  0.67  -2.64
H  1.39  -0.49  -3.08
H  2.02  2.30  -2.45
H  2.02  1.54  -4.00
H  4.41  1.48  -2.91
H  3.67  -0.01  -3.29
H  5.54  1.28  -1.21
H  5.60  -0.38  -0.91

---

Computed, not measured: a structure of composition C33H55N6O3SSi4Tm in a non-equilibrium geometry, with ωB97M-V/def2-TZVPD.

Values from the calculation:
gap between HOMO and LUMO (alpha / beta)	6.612 / 6.569	eV
charge	+2
spin multiplicity	3
HOMO level (alpha / beta)	-12.07 / -12.04	eV
LUMO (alpha / beta)	-5.45 / -5.48	eV
energy above the lowest of the compared OMol25 structures with the same formula, charge and spin	13.7	kcal per mole

Positions of all 103 atoms, in Å:
Tm  -0.43  -0.57  0.24
O  -0.23  -2.20  2.32
C  0.66  -2.06  3.43
C  1.93  -2.90  3.23
C  2.56  -2.62  1.86
C  3.02  -1.20  1.74
C  4.25  -0.83  2.27
C  4.69  0.47  2.17
C  3.86  1.39  1.55
C  2.64  0.96  1.06
N  2.21  -0.31  1.14
H  -0.58  -3.10  2.36
H  0.16  -2.36  4.36
H  0.92  -1.00  3.50
H  1.67  -3.96  3.29
H  2.64  -2.68  4.03
H  1.84  -2.84  1.07
H  3.42  -3.28  1.74
H  4.86  -1.58  2.76
H  5.65  0.76  2.56
H  4.15  2.43  1.44
H  1.98  1.67  0.58
C  -2.21  -0.07  4.61
Si  -3.52  0.26  3.25
C  -5.24  -0.13  3.96
C  -3.40  2.15  2.88
Si  -3.09  -0.94  1.19
Si  -4.60  -0.11  -0.50
C  -3.79  1.50  -1.16
C  -4.62  -1.34  -1.96
C  -6.35  0.22  0.15
Si  -3.47  -3.30  1.49
C  -5.33  -3.72  1.45
C  -2.54  -4.14  0.04
C  -2.72  -4.04  3.10
H  -2.36  0.58  5.47
H  -1.19  0.07  4.26
H  -2.29  -1.09  4.97
H  -5.49  0.53  4.79
H  -5.28  -1.14  4.34
H  -6.01  -0.02  3.21
H  -2.81  2.69  3.61
H  -4.39  2.59  2.91
H  -3.01  2.36  1.89
H  -2.70  1.37  -1.27
H  -3.95  2.34  -0.49
H  -4.18  1.79  -2.12
H  -3.61  -1.49  -2.35
H  -5.24  -0.98  -2.78
H  -5.00  -2.31  -1.66
H  -6.38  1.04  0.85
H  -6.75  -0.66  0.65
H  -7.05  0.46  -0.66
H  -5.81  -3.28  0.58
H  -5.83  -3.36  2.33
H  -5.49  -4.80  1.40
H  -3.04  -3.95  -0.90
H  -2.48  -5.21  0.17
H  -1.52  -3.76  -0.06
H  -2.44  -3.28  3.82
H  -1.85  -4.67  2.91
H  -3.45  -4.68  3.60
O  -0.79  -0.93  -3.01
C  -1.12  -1.55  -2.09
N  3.76  4.37  -3.89
C  4.37  5.59  -3.91
C  5.41  6.12  -4.66
C  5.79  7.41  -4.37
C  5.14  8.17  -3.38
C  4.11  7.66  -2.63
C  3.71  6.35  -2.90
N  2.74  5.60  -2.33
C  2.78  4.42  -2.93
C  1.96  3.33  -2.51
C  0.88  3.58  -1.64
C  0.17  2.53  -1.12
N  0.46  1.23  -1.35
C  1.47  1.00  -2.21
C  2.21  1.98  -2.82
H  3.96  3.61  -4.52
H  5.90  5.55  -5.43
H  6.60  7.86  -4.92
H  5.48  9.18  -3.21
H  3.61  8.24  -1.87
H  0.64  4.60  -1.40
H  -0.68  2.71  -0.47
H  1.69  -0.05  -2.40
H  2.99  1.71  -3.51
O  -0.32  1.48  2.00
H  -1.14  1.69  2.48
H  0.36  2.04  2.40
S  1.04  -2.80  -1.27
C  2.17  -3.40  -2.35
N  3.16  -4.23  -2.01
C  3.98  -4.63  -3.14
C  3.30  -3.90  -4.31
N  2.25  -3.13  -3.66
H  3.26  -4.62  -1.09
H  3.97  -5.71  -3.26
H  5.01  -4.30  -2.99
H  2.87  -4.60  -5.04
H  3.98  -3.23  -4.84
H  1.53  -2.64  -4.17

---

Computed, not measured: a structure of composition C33H55NP2Yb in a non-equilibrium geometry, with ωB97M-V/def2-TZVPD.

Values from the calculation:
gap between HOMO and LUMO (alpha / beta)	6.331 / 5.949	eV
charge	+1
spin multiplicity	2
HOMO level (alpha / beta)	-9.39 / -9.39	eV
LUMO (alpha / beta)	-3.06 / -3.44	eV
energy above the lowest of the compared OMol25 structures with the same formula, charge and spin	0.0	kcal per mole

Positions of all 92 atoms, in Å:
Yb  -0.56  0.76  0.48
C  0.55  0.13  2.39
C  1.52  0.61  1.47
C  0.05  2.32  1.90
C  -0.36  1.18  2.66
C  1.22  1.96  1.16
C  0.55  -1.22  3.00
H  1.51  -1.72  2.84
H  -0.22  -1.87  2.55
H  0.36  -1.16  4.08
C  -1.68  1.00  3.31
H  -1.73  0.04  3.82
H  -2.54  1.05  2.61
H  -1.86  1.78  4.07
C  -0.92  3.34  1.44
H  -1.23  3.98  2.27
H  -1.86  2.88  1.05
H  -0.48  3.99  0.67
C  1.90  2.73  0.09
H  2.56  3.50  0.52
H  1.21  3.25  -0.59
H  2.54  2.08  -0.51
C  2.78  -0.10  1.12
H  3.63  0.41  1.60
H  2.96  -0.12  0.03
H  2.75  -1.13  1.48
C  -0.89  -2.53  -1.61
C  0.13  -2.69  -0.75
C  1.59  -2.77  -1.04
C  2.11  -2.07  -2.34
C  1.80  -0.61  -2.40
C  0.69  0.01  -2.84
C  -0.62  -0.58  -3.29
C  -0.86  -2.10  -3.04
H  1.88  -3.84  -1.05
H  1.75  -2.62  -3.22
H  2.16  -2.34  -0.19
H  -0.16  -2.69  -3.64
H  -1.90  -2.64  -1.21
H  -0.14  -2.82  0.32
H  -1.88  -2.32  -3.44
H  -1.48  -0.04  -2.85
H  0.75  1.11  -2.99
H  -0.71  -0.35  -4.37
H  3.22  -2.15  -2.33
H  2.63  0.03  -2.04
P  -1.12  -0.69  -7.01
P  -0.88  1.95  -8.38
C  -1.18  -0.80  -8.89
C  -1.55  0.56  -9.48
H  -1.93  -1.55  -9.17
H  -0.20  -1.15  -9.23
H  -1.12  0.68  -10.49
H  -2.64  0.71  -9.55
C  -1.67  3.28  -9.37
H  -1.25  4.24  -9.03
H  -2.75  3.27  -9.20
H  -1.45  3.15  -10.43
C  0.75  2.00  -9.23
H  0.59  1.98  -10.32
H  1.38  1.16  -8.92
H  1.23  2.95  -8.96
C  -2.63  -1.72  -6.74
H  -2.72  -1.98  -5.67
H  -2.56  -2.62  -7.35
H  -3.50  -1.13  -7.05
C  0.20  -1.96  -6.80
H  1.14  -1.55  -7.20
H  -0.06  -2.87  -7.36
H  0.34  -2.20  -5.73
C  0.91  -4.99  4.03
N  -0.49  -4.97  3.70
C  -1.30  -5.90  4.43
C  -0.86  -4.76  2.30
C  -2.07  -3.87  2.15
C  -3.36  -4.31  2.53
C  -4.42  -3.40  2.49
C  -4.23  -2.10  2.03
C  -2.95  -1.69  1.57
C  -1.93  -2.59  1.66
H  1.46  -5.79  3.49
H  0.99  -5.18  5.11
H  1.38  -4.02  3.80
H  -0.89  -5.99  5.44
H  -2.34  -5.55  4.49
H  -1.30  -6.91  3.96
H  0.00  -4.30  1.78
H  -1.08  -5.74  1.82
H  -3.51  -5.33  2.88
H  -5.42  -3.73  2.82
H  -5.07  -1.39  1.99
H  -2.83  -0.67  1.17